Entry from the Open Molecules 2025 dataset: an isolated ion of composition C15H26FN3O9P and charge +1 in a non-equilibrium geometry (ωB97M-V/def2-TZVPD).

Geometry (Å):
C 1.308 -0.215 2.319
C -0.131 -0.540 1.746
F -0.731 0.745 1.440
C -0.131 -1.475 0.466
C 1.138 -2.480 0.408
O 2.235 -1.795 -0.208
C 3.489 -1.984 0.474
O 4.074 -0.712 0.791
C 4.515 -0.039 -0.422
C 3.853 1.412 -0.565
O 4.114 2.219 0.607
C 0.039 -0.667 -0.914
C -1.433 -0.275 -1.317
C -1.661 0.969 -2.231
C -0.892 2.262 -1.731
O 0.018 2.662 -2.458
N -1.136 2.960 -0.493
C -0.578 4.354 -0.691
C -2.594 3.169 -0.217
N -2.274 -1.144 -0.806
N -3.630 -1.054 -1.124
C -3.865 -1.488 -2.300
O -3.897 -1.844 -3.397
C -1.551 -2.118 0.097
O -1.561 -3.341 -0.631
P -2.773 -2.482 1.505
O -3.838 -3.457 1.124
O -2.016 -3.107 2.877
O -3.530 -1.060 1.990
H 1.136 0.390 3.267
H 1.926 0.434 1.629
H 1.878 -1.134 2.655
H -0.732 -0.954 2.609
H 1.315 -2.811 1.470
H 0.895 -3.384 -0.236
H 4.205 -2.465 -0.275
H 3.453 -2.679 1.359
H 5.638 0.106 -0.342
H 4.266 -0.631 -1.361
H 2.726 1.344 -0.737
H 4.330 1.950 -1.437
H 3.418 2.011 1.256
H 0.769 0.189 -0.842
H 0.360 -1.291 -1.821
H -2.757 1.250 -2.351
H -1.298 0.723 -3.279
H 0.549 4.368 -0.635
H -0.941 5.032 0.149
H -0.974 4.834 -1.644
H -3.295 2.580 -0.873
H -2.926 4.243 -0.241
H -2.780 2.803 0.848
H -2.456 -3.487 -1.017
H -2.307 -2.617 3.673
H -2.956 -0.280 1.835

The SMILES is C[C@@H](F)[C@]1(COCOCCO)CC(CC(=O)N(C)C)=[N+](N=C=O)[C@]1(O)P(=O)(O)O. Its HOMO energy is -12.526 eV. Its total energy is -50870.5433 eV. The total charge is +1.